Entry 1:
98
Properties=species:S:1:pos:R:3:lowdin_spin:R:1 method="wB97M-V/def2-TZVPD" orbital_gap_ev="7.15 / 5.24" homo_energy_ev="-18.65 / -18.64" total_energy_ha=-3861.770738 e_above_lowest_kj_mol=40.8 s_squared=3.8004 total_charge=+4 spin_multiplicity=4
Tc -0.129 0.459 0.040 1.7918
C 3.297 0.273 0.669 0.0070
C 3.242 1.203 -0.526 0.0019
S 1.658 2.093 -0.690 0.0363
C 1.869 3.372 0.629 0.0033
C 0.760 3.427 1.670 0.0082
S 0.356 1.714 2.071 0.0152
C -1.153 1.735 3.069 0.0083
C -1.549 0.289 3.328 0.0066
S -1.365 -0.820 1.855 0.0379
C 0.887 -1.656 3.292 0.0123
C 2.250 -2.409 1.274 0.0158
S 1.922 -0.864 0.391 0.0226
H 3.195 0.800 1.619 0.0011
H 4.231 -0.291 0.671 -0.0003
H 3.344 0.648 -1.460 0.0000
H 4.028 1.959 -0.494 -0.0001
H 1.936 4.330 0.110 0.0000
H 2.834 3.171 1.091 0.0002
H -0.132 3.929 1.313 0.0000
H 1.112 3.917 2.581 -0.0007
H -1.923 2.283 2.541 0.0000
H -0.941 2.238 4.015 -0.0006
H -2.592 0.221 3.641 0.0008
H -0.935 -0.156 4.109 0.0002
H 0.735 -1.822 4.361 0.0042
H 1.046 -0.590 3.131 0.0003
H 1.556 -3.116 0.816 0.0003
H 3.252 -2.709 0.967 0.0001
O 1.244 -1.737 -2.357 0.0203
C 0.047 -1.736 -2.172 0.0101
O -0.596 -0.903 -1.411 0.0845
C -0.855 -2.728 -2.932 -0.0011
N 0.043 -3.636 -3.751 -0.0003
C -0.391 -3.563 -5.207 0.0000
C -1.830 -3.094 -5.113 0.0002
C -1.795 -2.088 -3.963 0.0004
H -1.409 -3.344 -2.223 0.0001
H 0.001 -4.601 -3.421 0.0000
H 1.009 -3.294 -3.612 0.0000
H -0.246 -4.537 -5.667 0.0000
H 0.254 -2.834 -5.695 0.0000
H -2.494 -3.930 -4.885 0.0000
H -2.165 -2.650 -6.048 0.0000
H -2.778 -1.907 -3.536 0.0000
H -1.388 -1.134 -4.299 0.0000
F 0.442 -6.926 3.804 -0.0021
C 1.450 -6.085 3.986 -0.0029
F 1.727 -6.009 5.282 0.0017
F 2.517 -6.553 3.344 0.0023
C 1.104 -4.674 3.458 0.0461
C -0.240 -4.418 3.148 0.2064
C -0.862 -3.258 2.658 0.1515
N -0.353 -2.030 2.586 0.1676
C 2.114 -2.414 2.808 0.0391
C 2.174 -3.825 3.296 0.3014
H -0.915 -5.259 3.243 0.0077
H -1.881 -3.356 2.305 0.0066
H 2.977 -1.893 3.235 0.0052
H 3.160 -4.226 3.505 0.0103
C -0.998 4.140 -1.480 0.0005
C -2.362 3.510 -1.233 -0.0013
C -2.947 4.055 0.069 0.0004
C -3.248 3.953 -2.407 -0.0017
P -2.183 1.607 -1.188 -0.0232
C -1.862 1.284 -2.955 -0.0017
C -2.883 1.127 -3.893 -0.0015
C -2.604 1.130 -5.253 0.0000
C -1.300 1.290 -5.701 -0.0007
C -0.268 1.421 -4.779 0.0006
C -0.551 1.414 -3.422 0.0029
C -3.818 0.805 -0.661 -0.0039
C -3.743 -0.668 -1.080 -0.0006
C -3.943 0.877 0.861 0.0004
C -5.122 1.417 -1.198 -0.0017
H -1.104 5.227 -1.458 0.0000
H -0.586 3.874 -2.451 0.0001
H -0.288 3.868 -0.714 0.0005
H -2.884 5.144 0.056 0.0000
H -2.405 3.711 0.947 0.0003
H -3.998 3.807 0.193 0.0000
H -3.464 5.015 -2.274 -0.0003
H -4.200 3.440 -2.468 0.0000
H -2.735 3.842 -3.359 0.0000
H -3.909 1.017 -3.589 0.0000
H -3.413 1.023 -5.962 0.0000
H -1.089 1.318 -6.761 0.0000
H 0.751 1.541 -5.118 0.0001
H 0.272 1.529 -2.724 0.0028
H -2.901 -1.193 -0.621 -0.0003
H -3.653 -0.774 -2.162 0.0001
H -4.664 -1.161 -0.771 0.0000
H -2.983 0.736 1.346 0.0008
H -4.620 0.095 1.207 0.0002
H -4.338 1.828 1.205 -0.0001
H -5.241 1.373 -2.273 0.0000
H -5.272 2.442 -0.872 0.0000
H -5.938 0.830 -0.771 -0.0003

---

Entry 2:
101
Properties=species:S:1:pos:R:3:lowdin_spin:R:1 method="wB97M-V/def2-TZVPD" orbital_gap_ev="5.64 / 5.52" homo_energy_ev="-12.05 / -12.02" total_energy_ha=-5902.796283 e_above_lowest_kj_mol=148.3 s_squared=2.0851 total_charge=+2 spin_multiplicity=3
V -0.250 -0.109 -1.580 1.7806
O 6.328 -4.399 0.320 -0.0001
C 5.486 -3.441 0.634 -0.0001
O 5.625 -2.843 1.687 -0.0002
C 4.351 -3.128 -0.290 -0.0012
C 3.295 -4.029 -0.386 0.0002
C 2.088 -3.615 -0.923 -0.0011
C 1.928 -2.308 -1.386 0.0010
C 3.041 -1.472 -1.440 -0.0005
C 4.234 -1.869 -0.870 0.0002
N 0.648 -1.872 -1.826 0.0061
C 0.068 -2.626 -2.715 0.0616
C -1.234 -2.243 -3.163 0.0203
C -1.953 -2.929 -4.140 0.0090
C -3.178 -2.433 -4.538 0.0237
C -3.651 -1.275 -3.930 0.0036
C -2.895 -0.670 -2.943 0.0290
N -1.696 -1.119 -2.567 0.0089
H 6.153 -4.805 -0.539 0.0000
H 3.395 -5.032 0.013 0.0000
H 1.241 -4.290 -0.938 0.0002
H 2.978 -0.512 -1.930 0.0008
H 5.089 -1.203 -0.878 0.0000
H 0.576 -3.476 -3.162 0.0024
H -1.533 -3.826 -4.575 -0.0001
H -3.758 -2.930 -5.303 0.0010
H -4.601 -0.848 -4.219 -0.0003
H -3.249 0.213 -2.428 0.0014
O 1.048 0.715 -0.777 -0.0206
C 1.673 1.756 -1.128 0.0928
C 1.275 2.554 -2.231 0.0059
C 2.045 3.664 -2.620 0.0222
C 1.686 4.381 -3.725 -0.0036
C 0.559 4.046 -4.487 0.0280
C -0.229 2.987 -4.106 -0.0068
C 0.097 2.224 -2.976 0.0309
O -0.677 1.230 -2.597 0.0154
N 2.521 5.521 -4.132 -0.0010
O 2.119 6.194 -5.056 -0.0014
O 3.551 5.702 -3.513 -0.0016
H 2.561 2.051 -0.565 0.0023
H 2.933 3.944 -2.069 0.0007
H 0.334 4.623 -5.373 0.0014
H -1.113 2.717 -4.668 -0.0005
N 4.307 -1.739 3.918 0.0000
C 3.846 -0.348 3.637 0.0000
C 2.915 -0.417 2.427 0.0001
N 1.785 -1.313 2.596 -0.0001
C 2.158 -2.620 3.110 0.0000
C 3.137 -2.591 4.284 0.0000
H 4.997 -1.752 4.669 0.0000
H 4.790 -2.122 3.058 0.0000
H 4.707 0.285 3.428 0.0000
H 3.339 0.032 4.524 0.0000
H 3.509 -0.782 1.587 0.0000
H 2.555 0.582 2.185 0.0001
H 1.047 -0.890 3.141 0.0000
H 2.625 -3.184 2.305 0.0000
H 1.258 -3.153 3.416 0.0000
H 3.484 -3.599 4.508 0.0000
H 2.675 -2.165 5.174 0.0000
C -2.641 2.126 3.446 -0.0059
Si -1.167 1.339 2.562 -0.0091
C -0.563 0.102 3.893 0.0012
C 0.240 2.592 2.278 0.0023
Ge -1.816 0.553 0.233 -0.0776
Si -2.835 2.752 -0.527 -0.0066
C -1.433 4.032 -0.572 0.0008
C -4.208 3.328 0.645 -0.0039
C -3.674 2.603 -2.218 0.0011
Si -3.254 -1.402 0.767 -0.0079
C -4.555 -0.690 1.938 -0.0062
C -4.122 -2.370 -0.607 0.0014
C -2.051 -2.605 1.613 0.0001
H -2.295 2.945 4.083 -0.0008
H -3.120 1.392 4.095 -0.0001
H -3.395 2.525 2.777 -0.0003
H -0.691 0.585 4.865 0.0001
H 0.489 -0.176 3.820 0.0000
H -1.161 -0.810 3.906 0.0000
H 0.911 2.650 3.140 0.0004
H -0.168 3.592 2.117 0.0000
H 0.832 2.335 1.398 0.0011
H -1.542 4.752 0.239 0.0001
H -1.456 4.588 -1.513 0.0001
H -0.450 3.576 -0.479 0.0001
H -3.836 4.020 1.401 -0.0001
H -4.708 2.499 1.147 -0.0003
H -4.968 3.862 0.070 -0.0004
H -3.002 2.255 -3.003 0.0006
H -4.042 3.590 -2.513 0.0002
H -4.539 1.939 -2.172 -0.0001
H -5.136 0.083 1.433 -0.0002
H -4.092 -0.241 2.818 -0.0002
H -5.254 -1.457 2.279 -0.0010
H -4.777 -1.741 -1.211 0.0003
H -4.745 -3.142 -0.150 0.0004
H -3.415 -2.874 -1.269 0.0000
H -1.669 -2.191 2.546 0.0000
H -1.202 -2.806 0.952 0.0000
H -2.535 -3.556 1.844 0.0001

---

Entry 3:
115
Properties=species:S:1:pos:R:3:mulliken_charge:R:1 method="wB97M-V/def2-TZVPD" orbital_gap_ev=7.70 homo_energy_ev=-7.63 total_energy_ha=-6091.994019 e_above_lowest_kj_mol=0.0 total_charge=0
C 1.232 1.764 2.808 -0.9435
C 0.190 2.081 2.044 -0.8352
C -0.461 1.160 1.069 0.3041
C -1.421 0.246 1.512 0.6141
C -1.701 0.201 2.990 -1.4543
I -3.532 1.242 3.421 0.2033
C -1.545 -1.235 3.582 0.3354
C -0.243 -1.293 4.391 -1.1837
I -3.105 -1.848 4.929 0.0562
C -2.059 -0.598 0.594 -0.4107
O -3.002 -1.481 1.039 -0.4711
C -4.338 -1.282 0.574 -0.2720
C -5.362 -1.407 1.691 0.5953
O -6.361 -0.425 1.486 -0.3580
C -7.113 -0.103 2.645 -0.2481
C -7.372 1.406 2.692 -1.0938
C -1.712 -0.573 -0.754 0.9462
C -2.340 -1.507 -1.758 -2.0615
C -1.892 -3.002 -1.636 0.7046
N -2.949 -3.765 -0.983 -0.2112
N -1.653 -3.563 -2.985 -0.8536
N -0.622 -3.112 -0.955 -0.5436
C -0.758 0.356 -1.175 0.7686
C -0.125 1.230 -0.296 -0.3222
N 0.827 2.209 -0.747 1.0700
S 0.107 3.773 -0.865 -0.2268
C 1.676 1.893 -1.863 -1.3684
C 2.973 2.446 -1.936 0.4699
C 3.563 3.340 -0.870 -1.2490
C 3.453 2.819 0.568 0.0143
C 3.939 1.392 0.771 -0.7044
O 3.043 0.450 0.218 -0.2745
C 2.747 -0.698 0.986 -0.2349
C 3.766 2.162 -3.058 0.2084
N 5.097 2.694 -3.205 -0.5103
C 3.307 1.342 -4.094 0.5322
P 4.340 0.952 -5.536 0.4615
O 4.478 -0.492 -5.852 -0.6717
C 2.024 0.801 -4.021 -0.2130
S 1.349 -0.192 -5.334 -0.2036
C 1.230 1.076 -2.904 0.8630
S -0.391 0.396 -2.898 -0.5708
H 1.847 2.556 3.219 0.3116
H 1.493 0.743 3.059 0.1349
H -0.271 3.061 2.138 0.2783
H -0.962 0.795 3.508 0.7056
H -1.488 -1.963 2.783 0.1442
H -0.236 -2.148 5.063 0.6472
H -0.136 -0.410 5.023 0.3775
H 0.622 -1.395 3.732 -0.0513
H -4.552 -2.052 -0.169 -0.0326
H -4.462 -0.310 0.093 0.4037
H -5.834 -2.396 1.618 -0.4687
H -4.909 -1.351 2.678 -0.1766
H -6.606 -0.445 3.550 0.3124
H -8.081 -0.615 2.585 0.3343
H -8.397 1.646 2.419 0.3056
H -7.123 1.835 3.662 0.2911
H -6.721 1.875 1.954 0.3105
H -2.051 -1.208 -2.759 0.8059
H -3.428 -1.456 -1.727 0.4397
H -2.587 -4.689 -0.764 0.2635
H -3.681 -3.940 -1.665 0.1830
H -2.449 -3.330 -3.572 0.2832
H -0.858 -3.074 -3.391 0.2819
H -0.131 -3.924 -1.310 0.3261
H -0.758 -3.235 0.041 0.2085
H 1.018 4.455 -0.149 0.0780
H 4.612 3.538 -1.073 0.4690
H 3.070 4.317 -0.912 0.1499
H 2.443 2.950 0.924 -0.4360
H 4.084 3.460 1.194 0.5255
H 4.909 1.286 0.260 0.3498
H 4.126 1.220 1.835 0.5158
H 3.413 -0.820 1.840 0.1323
H 2.848 -1.587 0.360 0.4005
H 1.706 -0.647 1.320 -0.1876
H 5.081 3.698 -3.057 0.3686
H 5.694 2.290 -2.491 0.2285
H 3.696 1.654 -6.577 0.0484
H 5.570 1.570 -5.323 0.0844
H 0.821 0.807 -6.056 0.1803
C -6.949 -4.744 0.776 -0.3751
C -7.623 -6.053 0.418 -0.4643
O -7.149 -6.332 -0.907 -0.3265
S -5.652 -5.800 -1.074 1.1133
O -4.740 -6.865 -0.868 -0.5608
O -5.599 -5.002 -2.248 -0.5969
O -5.633 -4.865 0.218 -0.1486
H -7.448 -3.892 0.309 0.3110
H -6.876 -4.583 1.847 0.3806
H -8.707 -5.986 0.411 0.3217
H -7.308 -6.862 1.079 0.3181
C 2.921 7.858 -3.890 -0.2886
C 3.252 7.137 -5.182 -0.2920
O 4.688 7.093 -5.193 -0.3075
S 5.240 6.957 -3.705 1.0047
O 5.503 5.589 -3.422 -0.5531
O 6.228 7.947 -3.494 -0.5591
O 3.889 7.356 -2.954 -0.2993
H 3.055 8.937 -3.983 0.2784
H 1.920 7.641 -3.530 0.3156
H 2.897 7.660 -6.064 0.3121
H 2.872 6.114 -5.182 0.2426
C 6.076 -3.181 3.249 -0.3096
C 6.304 -3.677 4.663 -0.4164
O 5.596 -2.732 5.480 -0.3097
S 4.300 -2.210 4.710 1.1767
O 3.166 -2.948 5.135 -0.5547
O 4.307 -0.791 4.723 -0.5325
O 4.715 -2.725 3.255 -0.2780
H 6.724 -2.337 3.009 0.2957
H 6.196 -3.959 2.502 0.3065
H 7.352 -3.690 4.946 0.3131
H 5.868 -4.666 4.818 0.2983

---

Entry 4:
114
Properties=species:S:1:pos:R:3:mulliken_charge:R:1 method="wB97M-V/def2-TZVPD" orbital_gap_ev=10.04 homo_energy_ev=-10.20 total_energy_ha=-3675.455694 total_charge=0
C 1.892 -4.646 -2.038 -1.3695
C 1.082 -3.602 -2.767 1.0378
O 1.856 -3.131 -3.895 -0.2707
P 1.351 -1.867 -4.718 0.3200
O 2.049 -1.692 -5.984 -0.8267
O -0.207 -1.959 -4.785 -0.1364
C -0.912 -2.635 -5.827 -0.2962
C -0.330 -3.986 -6.166 -1.0943
O 1.474 -0.687 -3.676 0.1589
C 2.673 0.056 -3.513 0.0940
C 2.841 1.123 -4.575 -1.3253
H 2.698 -4.174 -1.482 0.1723
H 1.222 -5.107 -1.310 0.3378
H 2.266 -5.418 -2.709 0.4219
H 0.084 -3.917 -3.070 0.2445
H 0.923 -2.773 -2.068 -0.5292
H -1.930 -2.822 -5.478 0.2835
H -0.986 -1.976 -6.692 0.3000
H -0.252 -4.631 -5.290 0.2521
H -0.872 -4.512 -6.953 0.4045
H 0.689 -3.913 -6.563 0.3073
H 2.687 0.488 -2.510 0.2622
H 3.542 -0.617 -3.517 0.2312
H 2.534 0.708 -5.533 0.3226
H 2.210 1.991 -4.364 0.2502
H 3.860 1.505 -4.618 0.3698
O 0.933 2.699 1.539 -0.5261
C 0.501 1.811 0.878 -0.2736
O 0.031 0.647 1.367 0.5020
C -0.287 -0.252 0.299 1.8378
C -0.194 0.626 -0.946 2.5414
O 0.383 1.848 -0.465 -0.3572
H 0.412 -1.081 0.263 -1.1332
H -1.298 -0.634 0.429 -0.4751
H -1.159 0.802 -1.411 -0.6564
H 0.479 0.209 -1.691 -1.5166
O -3.786 1.236 0.446 -0.4098
C -4.318 0.176 0.519 0.2781
O -3.694 -1.001 0.652 0.0757
C -4.632 -2.075 0.770 -0.4379
C -5.998 -1.370 0.761 -0.3687
O -5.660 0.013 0.502 -0.4186
H -4.509 -2.779 -0.049 0.3296
H -4.410 -2.550 1.722 0.2473
H -6.473 -1.361 1.741 0.2645
H -6.708 -1.671 -0.001 0.2673
O 2.776 -0.685 1.059 -0.0605
C 3.738 -0.638 0.364 0.3943
O 4.722 -1.557 0.349 -0.3839
C 5.558 -1.347 -0.781 -0.3833
C 5.196 0.086 -1.202 -0.3390
O 3.928 0.284 -0.607 -0.3643
H 6.598 -1.442 -0.479 0.2907
H 5.357 -2.068 -1.574 0.2638
H 5.161 0.196 -2.282 0.2314
H 5.909 0.803 -0.794 0.3354
O 0.314 -3.463 0.560 -0.4827
C 0.961 -3.519 1.562 0.6349
O 0.439 -3.525 2.801 -0.2916
C 1.494 -3.654 3.769 -0.3423
C 2.757 -3.377 2.952 -0.1607
O 2.296 -3.495 1.595 -0.2335
H 1.330 -2.960 4.588 0.2408
H 1.478 -4.682 4.132 0.3076
H 3.567 -4.090 3.083 0.3528
H 3.157 -2.372 3.082 0.0420
O -0.903 6.937 -0.756 -0.5253
C -1.329 6.068 -1.431 0.6254
O -2.512 6.084 -2.088 -0.3679
C -2.704 4.841 -2.765 -0.3245
C -1.286 4.236 -2.761 0.1884
O -0.669 4.902 -1.675 -0.2771
H -3.410 4.232 -2.201 0.2565
H -3.060 5.051 -3.769 0.3437
H -0.742 4.469 -3.677 0.3889
H -1.326 3.157 -2.624 -0.2624
O -1.500 -2.190 7.100 -0.5400
C -1.892 -1.875 6.027 0.4708
O -1.096 -1.618 4.959 -0.1751
C -1.922 -1.547 3.791 0.3666
C -3.272 -1.187 4.378 0.0380
O -3.196 -1.732 5.683 -0.3863
H -1.518 -0.827 3.085 -0.4207
H -1.919 -2.541 3.336 0.2852
H -4.099 -1.624 3.814 0.1308
H -3.443 -0.112 4.382 0.2626
O 2.700 0.671 7.365 -0.5622
C 2.335 0.867 6.257 0.5406
O 2.186 -0.109 5.311 -0.3857
C 2.076 0.494 4.037 0.9988
C 1.681 1.946 4.353 0.3284
O 1.977 2.061 5.762 -0.4113
H 2.982 0.405 3.438 -0.1628
H 1.253 0.090 3.449 -0.4640
H 0.618 2.115 4.205 -0.0323
H 2.298 2.656 3.813 0.1308
C 1.428 5.692 2.534 -0.1571
C 2.545 5.706 3.473 0.1256
N 3.419 5.702 4.216 -0.4305
H 1.823 5.709 1.520 0.2376
H 0.869 6.626 2.635 0.4162
H 0.761 4.858 2.719 -0.1414
C -2.148 3.673 1.205 -0.5472
C -2.212 2.942 2.462 0.1850
N -2.236 2.372 3.455 -0.5919
H -3.169 4.016 1.025 0.6374
H -1.826 3.053 0.376 -0.1338
H -1.496 4.532 1.354 0.4589
C -4.492 0.944 -2.942 -0.8507
C -3.452 -0.056 -2.704 0.5818
N -2.651 -0.854 -2.507 -0.3762
H -5.162 0.606 -3.731 0.3929
H -4.043 1.880 -3.264 0.1226
H -5.059 1.085 -2.023 0.2684